# 1
Computed, not measured: C18H31O15Pd2 as an isolated structure, with ωB97M-V with the def2-TZVPD basis set.

## Properties
- total energy (Eh) = -2088.30151
- <S²> = 6.016
- ΔE to the lowest compared entry with this formula, charge and spin (kJ/mol) = 149.5
- highest occupied orbital energy (spin up / spin down) (hartree) = -0.4662 / -0.4645
- gap between HOMO and LUMO (spin up / spin down) (eV) = 8.31 / 6.76

ORCA input file:
```
! wB97M-V def2-TZVPD RIJCOSX def2/J DEFGRID3
* xyz 1 5
Pd -1.5021 1.8265 2.9305
Pd -0.8345 -1.7088 4.1138
C -4.0086 -4.0678 2.1392
C -2.6691 -3.3299 2.2254
O -2.8020 -2.1877 3.0138
H -4.8042 -3.3214 2.0601
H -4.2342 -4.4192 3.1492
H -4.0415 -4.8303 1.3716
H -2.2769 -3.0547 1.2383
H -1.8785 -3.9913 2.5998
C -4.0868 3.1785 0.4577
C -3.5963 1.7364 0.2880
O -3.1081 1.1288 1.4116
H -5.1447 3.2125 0.7188
H -3.9483 3.8670 -0.3708
H -3.5450 3.5367 1.3419
H -2.6621 1.7857 -0.3073
H -4.3203 1.1653 -0.2983
C -0.0145 -0.5566 0.3485
C 0.5810 -0.3148 1.7382
O -0.4010 -0.1241 2.7167
H 0.7226 -0.7965 -0.4192
H -0.6361 0.2897 0.0378
H -0.7361 -1.3830 0.3689
H 1.1561 0.6000 1.5306
H 1.3180 -1.0879 1.9659
C -1.8386 -2.5981 -3.4207
C -2.7610 -2.5142 -2.2414
O -3.6132 -1.4141 -2.5282
C -3.2475 -0.8287 -3.6644
O -3.6534 0.1596 -4.1810
O -2.1663 -1.4796 -4.2161
H -1.8315 -3.5501 -3.9562
H -0.8150 -2.6032 -3.0218
H -2.2499 -2.3832 -1.2881
H -3.4171 -3.3835 -2.1201
C 3.6824 1.9725 2.9067
C 4.2486 3.3412 2.4792
O 5.3903 2.9661 1.6796
C 5.7204 1.6857 1.9138
O 6.7561 1.1757 1.6352
O 4.7125 1.0535 2.5581
H 2.7850 1.6549 2.3864
H 3.6557 1.9469 3.9948
H 4.7284 3.9170 3.2748
H 3.4868 4.0336 2.1211
C 5.4836 -2.2394 -0.3583
C 4.5418 -1.9323 0.8019
O 3.3349 -1.5906 0.1453
C 3.5814 -1.3346 -1.1338
O 2.7337 -1.0121 -1.9298
O 4.8747 -1.5188 -1.4425
H 5.6743 -3.3040 -0.5212
H 6.4992 -1.9606 -0.0608
H 4.8946 -1.0501 1.3354
H 4.5139 -2.8081 1.4483
C -1.1896 1.9286 -3.0241
C -0.5784 2.8333 -1.9666
O 0.0115 3.8924 -2.6850
C -0.7038 3.9869 -3.8707
O -0.7640 4.9264 -4.5855
O -1.2468 2.7904 -4.1697
H -2.1601 1.5583 -2.7019
H -0.5010 1.1299 -3.2937
H 0.1661 2.2018 -1.4721
H -1.2654 3.1979 -1.1977
*
```

Atomic partial charges in e from the natural (NBO) method, atoms 1 to 2: 0.85, 0.82


# 2
Computed, not measured: a single C21H26N2O4S molecule, with ωB97M-V with the def2-TZVPD basis set.

## Properties
- total energy (Eh) = -1624.48937
- ΔE to the lowest compared entry with this formula, charge and spin (kJ/mol) = 53.5
- highest occupied orbital energy (hartree) = -0.3109
- SMILES = CCC(=O)N1c2ccc(S(=O)(=O)N(CCO)Cc3ccccc3)cc2C[C@@H]1C
- gap between HOMO and LUMO (eV) = 9.05

ORCA input file:
```
! wB97M-V def2-TZVPD RIJCOSX def2/J DEFGRID3
* xyz 0 1
C -5.7177 -2.4075 0.6262
H -4.9405 -2.1450 1.3410
H -6.6648 -2.0310 1.0049
C -5.4393 -1.8015 -0.7511
C -5.3506 -0.2965 -0.6427
O -6.3420 0.4037 -0.6998
N -4.1197 0.2814 -0.4915
C -2.8296 -0.2350 -0.4231
C -2.3772 -1.4945 -0.0548
C -1.0103 -1.7358 -0.0524
C -0.1177 -0.7423 -0.3939
C -0.5511 0.5263 -0.7431
C -1.9036 0.7733 -0.7399
C -2.6272 2.0506 -1.0387
H -2.1901 2.9034 -0.5215
H -2.6099 2.2574 -2.1114
C -4.0473 1.7516 -0.5401
C -4.3025 2.3191 0.8528
H -3.5569 1.9453 1.5518
H -5.2905 2.0206 1.1931
H -4.2574 3.4047 0.8291
H -4.8238 2.1064 -1.2230
H 0.1662 1.2919 -0.9911
S 1.6272 -1.1156 -0.4518
O 1.9466 -1.3940 -1.8233
O 1.9325 -2.1356 0.5227
N 2.3527 0.3333 -0.0104
C 3.2809 0.9215 -0.9619
C 4.7072 0.4838 -0.7470
C 5.0223 -0.8700 -0.7667
C 6.3219 -1.2870 -0.5432
C 7.3202 -0.3569 -0.3017
C 7.0134 0.9923 -0.2833
C 5.7109 1.4099 -0.4996
H 5.4749 2.4652 -0.4829
H 7.7877 1.7220 -0.0969
H 8.3351 -0.6833 -0.1294
H 6.5574 -2.3406 -0.5601
H 4.2410 -1.5895 -0.9607
H 2.9392 0.6007 -1.9483
H 3.1994 2.0121 -0.8902
C 2.7256 0.4234 1.3885
H 3.2572 -0.4859 1.7000
C 1.5056 0.6201 2.2866
O 0.6170 -0.4668 2.2923
H 1.1057 -1.2742 2.0674
H 0.9315 1.4918 1.9544
H 1.8658 0.8083 3.3105
H 3.3975 1.2753 1.5100
H -0.6255 -2.7002 0.2368
H -3.0411 -2.2806 0.2564
H -6.2878 -2.0175 -1.4035
H -4.5397 -2.2176 -1.2016
H -5.7786 -3.4911 0.5561
*
```

Atomic partial charges in e from the natural (NBO) method, atoms 1 to 2: -0.60, 0.20


# 3
Computed, not measured: a 2-piece molecular cluster, C21H27N3O4 overall, with ωB97M-V with the def2-TZVPD basis set.

## Properties
- total energy (Eh) = -1280.95174
- ΔE to the lowest compared entry with this formula, charge and spin (kJ/mol) = 2016.8
- highest occupied orbital energy (hartree) = -0.3028
- gap between HOMO and LUMO (eV) = 8.41

ORCA input file:
```
! wB97M-V def2-TZVPD RIJCOSX def2/J DEFGRID3
* xyz 0 1
C 4.3470 2.8300 -0.3826
H 5.4847 2.6608 -0.1729
O 3.6714 2.3676 0.5396
C 2.2105 2.2954 0.4393
C 1.4700 1.6112 1.3859
C 0.0170 1.6445 1.5418
C -0.7240 2.1053 0.5633
C 0.0499 2.8518 -0.7763
C 1.4051 2.8805 -0.7083
H 2.0259 3.2489 -1.4540
C -0.7032 3.6031 -1.8198
H -1.3073 2.7249 -2.4641
H 0.0805 3.6733 -2.6468
H -1.3372 4.2461 -1.4791
C -2.1258 2.1091 0.2238
O -2.9205 3.0151 0.2121
C -2.6097 0.5528 0.6395
H -2.1819 0.2190 1.5337
C -4.0529 0.7969 0.7323
C -4.6691 -0.7073 1.0074
H -5.7722 -0.7905 0.8885
C -4.3296 -1.4376 -0.1960
N -2.7759 -1.3560 -0.4608
C -2.1122 -2.5638 -0.2945
O -2.5806 -3.5258 -0.5359
C -0.4559 -2.4937 -0.6462
H -0.2481 -1.9678 -1.3937
H -0.1686 -3.3383 -1.0026
C 0.0458 -2.2192 0.8210
C 1.6419 -2.1080 0.6274
N 2.1186 -0.7900 0.4779
N 3.4203 -0.7827 0.2519
C 4.3432 -1.6532 -0.0826
O 5.4664 -1.5780 -0.2841
C 3.6135 -3.0741 -0.4690
H 3.3481 -2.7072 -1.4719
C 2.4861 -3.2966 0.2704
H 2.8182 -3.5385 1.7117
H 1.8639 -4.1059 0.0878
H 4.2755 -3.6745 -0.3451
H 3.8662 0.1082 0.7148
H -0.3890 -1.1589 1.3252
H -0.2112 -3.0169 1.4529
C -2.3297 -0.2635 -0.6302
H -1.3072 -0.0417 -0.8749
H -2.6063 0.2670 -1.5461
H -4.4044 -2.6940 -0.2268
H -4.5537 -1.2513 -1.2038
H -4.1843 -1.1385 1.6708
H -4.5436 1.3054 1.7533
H -4.6143 1.2436 -0.0903
H -0.4388 1.3681 2.2836
H 2.1771 1.4692 2.2870
H 4.1820 2.2414 -1.3225
H 4.2284 3.8340 -0.4620
*
```

Atomic partial charges in e from the natural (NBO) method, atoms 1 to 2: -0.21, 0.18